1.
The following is a DFT calculation (ωB97M-V/def2-TZVPD) of a cluster of 2 separate species, C5H12N2O in total at a distorted geometry.

The calculation puts the energy relative to the best compared isomer or geometry (same formula, charge and spin) at 3.579 eV. Its SMILES is C=N/C=C/CCN.O. As for the HOMO energy: -8.315 eV. The value obtained for the LUMO energy is 0.0247 hartree.

```
20
C5H12N2O ωB97M-V/def2-TZVPD
C 0.8524 -3.3120 0.4821
N 1.2587 -2.4682 -0.3505
C 0.9352 -1.1437 -0.6079
C -0.3228 -0.6706 -0.6938
C -0.7567 0.4089 -1.6667
C -1.1560 1.6518 -0.8848
N -0.0981 2.5308 -0.4298
H 0.1627 -3.1372 1.3240
H 1.1491 -4.3598 0.4031
H 1.7533 -0.5622 -1.0311
H -1.1286 -0.9491 -0.0198
H -1.6038 -0.0298 -2.2582
H 0.0132 0.5692 -2.4383
H -1.7704 1.2739 -0.0507
H -1.8886 2.3514 -1.3579
H 0.3343 2.3120 0.4663
H 0.7550 2.5644 -0.9828
O 0.7911 0.8718 3.1482
H -0.0650 0.4385 3.2586
H 0.7849 1.6600 3.6901
```

=====

2.
The following is a DFT calculation (ωB97M-V/def2-TZVPD) of a cluster of 2 separate species, C8H12N4O in total at a distorted geometry.

The calculation puts the energy relative to the best compared isomer or geometry (same formula, charge and spin) at 5.098 eV. As for the HOMO energy: -8.330 eV. The value obtained for the LUMO energy is 0.0253 hartree.

```
25
C8H12N4O ωB97M-V/def2-TZVPD
C 2.0019 -3.5698 -0.3610
C -0.3988 -1.8500 -0.9250
C -1.9627 1.2950 0.0126
C -2.5148 2.5632 -0.4875
C -0.3811 2.3138 -1.3783
C 1.9421 -3.1475 0.9801
C -0.4373 1.4468 -0.0925
C 2.0103 -1.7590 1.0866
N 1.8430 -3.5234 -1.5081
N -0.0087 -0.8007 -0.5687
N 0.2849 0.1851 0.0895
N 2.0191 -1.0630 2.2222
O -1.6231 2.8956 -1.6594
H -0.2330 -2.7126 -1.5311
H -2.3797 1.0455 0.9228
H -2.2316 0.5122 -0.7040
H -3.5526 2.5989 -0.9433
H -2.3854 3.5419 0.2940
H 0.4313 2.9416 -1.2652
H -0.1305 1.5621 -2.2545
H 1.9700 -3.7842 1.9228
H -0.1671 2.0769 0.7788
H 2.1303 -1.1688 0.1372
H 1.9671 -1.5024 3.0696
H 1.8066 -0.0969 2.1623
```

=====

3.
The following is a DFT calculation (ωB97M-V/def2-TZVPD) of an isolated molecule of C21H24N2O2S.

The calculation puts the energy relative to the best compared isomer or geometry (same formula, charge and spin) at 0.000 eV. Its SMILES is Cc1ccc(CNC(=O)CCC(=O)N2C[C@H](C)Sc3ccccc32)cc1. As for the HOMO energy: -8.076 eV. The value obtained for the LUMO energy is 0.0213 hartree.

```
50
C21H24N2O2S ωB97M-V/def2-TZVPD
C 5.1334 3.2121 2.4205
C 3.7274 2.7249 2.2416
C 3.4443 1.3647 2.2619
C 2.1553 0.9043 2.0736
C 1.1144 1.7969 1.8654
C -0.2928 1.3039 1.6464
N -0.8239 1.7479 0.3666
C -0.1897 1.4996 -0.7990
O 0.8625 0.9004 -0.8638
C -0.9445 1.9815 -2.0291
C -2.0355 0.9560 -2.3826
C -1.3372 -0.3271 -2.8089
O -0.7731 -0.3978 -3.8808
N -1.2930 -1.3638 -1.9194
C -0.2848 -2.3893 -2.1180
C 0.8875 -2.1660 -1.1747
C 2.0084 -3.1644 -1.3981
S 0.2985 -2.3386 0.5603
C -1.4067 -1.9219 0.4460
C -2.1608 -2.0529 1.6112
C -3.5118 -1.7781 1.6155
C -4.1414 -1.4017 0.4383
C -3.4047 -1.2744 -0.7231
C -2.0265 -1.4834 -0.7288
C 1.3912 3.1568 1.8443
C 2.6826 3.6142 2.0293
H 5.6440 2.6416 3.1938
H 5.6904 3.0884 1.4914
H 5.1506 4.2655 2.6894
H 4.2466 0.6582 2.4203
H 1.9549 -0.1569 2.0786
H -0.9564 1.6819 2.4277
H -0.2999 0.2098 1.6801
H -1.6873 2.2641 0.3611
H -1.3964 2.9579 -1.8467
H -0.2414 2.0582 -2.8592
H -2.6946 0.8170 -1.5292
H -2.6096 1.3233 -3.2349
H 0.0574 -2.3113 -3.1528
H -0.7333 -3.3751 -1.9540
H 1.2518 -1.1402 -1.2713
H 1.6416 -4.1840 -1.2920
H 2.8041 -3.0048 -0.6745
H 2.4170 -3.0388 -2.3982
H -1.6608 -2.3789 2.5106
H -4.0785 -1.8802 2.5280
H -5.2060 -1.2259 0.4199
H -3.8959 -1.0284 -1.6532
H 0.5907 3.8647 1.6776
H 2.8813 4.6766 2.0070
```

=====

4.
The following is a DFT calculation (ωB97M-V/def2-TZVPD) of a cluster of 2 separate species, C4H12 in total at a distorted geometry.

The calculation puts the energy relative to the best compared isomer or geometry (same formula, charge and spin) at 0.358 eV. Its SMILES is CC.CC. As for the HOMO energy: -11.634 eV. The value obtained for the LUMO energy is 0.0410 hartree.

```
16
C4H12 ωB97M-V/def2-TZVPD
C -0.3968 -0.9517 1.6325
C -1.7505 -0.5497 2.2228
H 0.3330 -0.9007 2.4373
H -0.4023 -1.9316 1.1605
H -0.0879 -0.2386 0.8657
H -2.2339 -1.4146 2.6855
H -2.3762 -0.0884 1.4711
H -1.6356 0.0772 3.1062
C 1.1296 1.4601 -1.6859
C 0.9977 0.0335 -2.1970
H 0.1634 1.7759 -1.2812
H 1.8645 1.6200 -0.8990
H 1.3713 2.2599 -2.3924
H 1.3106 -0.1009 -3.2345
H -0.0313 -0.2961 -2.1412
H 1.7028 -0.5929 -1.6516
```

=====

5.
The following is a DFT calculation (ωB97M-V/def2-TZVPD) of an isolated molecule of C21H33NO4.

The calculation puts the energy relative to the best compared isomer or geometry (same formula, charge and spin) at 0.018 eV. Its SMILES is CCCCCCCCCCCC(=O)N[C@H](C(=O)O)[C@@H](O)c1ccccc1. As for the HOMO energy: -9.298 eV. The value obtained for the LUMO energy is 0.0170 hartree.

```
59
C21H33NO4 ωB97M-V/def2-TZVPD
C 1.6261 3.3659 -2.9797
C 2.1613 1.9419 -2.8967
C 1.0408 0.9193 -3.0707
C 1.5162 -0.5174 -2.8596
C 0.3454 -1.4923 -2.7485
C 0.8141 -2.9129 -2.4391
C -0.3250 -3.8838 -2.1175
C -1.1785 -3.4927 -0.9077
C -0.3579 -3.3294 0.3699
C -1.2023 -2.9964 1.6020
C -2.0646 -1.7376 1.4365
C -1.3435 -0.5777 0.7860
O -1.7914 0.0088 -0.1872
N -0.1783 -0.2324 1.3600
C 0.7145 0.7839 0.8504
C 2.0010 0.6925 1.6355
O 2.1676 -0.0476 2.5710
O 2.9421 1.5117 1.1739
C 0.0942 2.2262 0.8982
O -0.6293 2.4819 -0.2615
C -0.6989 2.3655 2.1827
C -2.0852 2.3120 2.1835
C -2.7857 2.3933 3.3750
C -2.1089 2.5282 4.5740
C -0.7251 2.5931 4.5781
C -0.0249 2.5131 3.3890
H 1.1711 3.5463 -3.9511
H 0.8715 3.5241 -2.2126
H 2.4273 4.0875 -2.8360
H 2.6364 1.7971 -1.9224
H 2.9249 1.7847 -3.6627
H 0.6123 1.0159 -4.0704
H 0.2465 1.1492 -2.3573
H 2.1105 -0.5707 -1.9412
H 2.1716 -0.8154 -3.6817
H -0.2225 -1.4904 -3.6810
H -0.3216 -1.1394 -1.9617
H 1.3632 -3.3008 -3.3011
H 1.5156 -2.8878 -1.6023
H -0.9797 -3.9611 -2.9888
H 0.1074 -4.8725 -1.9411
H -1.9316 -4.2694 -0.7517
H -1.7053 -2.5650 -1.1275
H 0.1887 -4.2556 0.5646
H 0.3782 -2.5377 0.2277
H -0.5323 -2.8770 2.4572
H -1.8668 -3.8338 1.8257
H -2.9379 -1.9559 0.8210
H -2.4197 -1.4071 2.4161
H 0.1530 -0.7075 2.1893
H 0.9431 0.5929 -0.2071
H 3.7582 1.4289 1.6936
H 0.9206 2.9480 0.8966
H -1.2295 1.7225 -0.4158
H -2.6198 2.2157 1.2509
H -3.8649 2.3507 3.3640
H -2.6562 2.5889 5.5030
H -0.1908 2.7075 5.5097
H 1.0546 2.5699 3.3966
```

=====

6.
The following is a DFT calculation (ωB97M-V/def2-TZVPD) of the ion H2NO3S2 with charge -1 at a distorted geometry.

The calculation puts the energy relative to the best compared isomer or geometry (same formula, charge and spin) at 1.561 eV. As for the total charge: -1. Its SMILES is NOS(=O)(=O)[S-]. As for the HOMO energy: -4.342 eV. The value obtained for the LUMO energy is 0.1374 hartree.

```
8
H2NO3S2 ωB97M-V/def2-TZVPD
N 0.9471 0.2549 1.3124
O 1.1098 -0.0250 -0.0724
S -0.4358 -0.1802 -0.8044
O -1.0959 -1.1945 0.0524
O -0.9591 1.1494 -0.8278
S 0.0433 -0.7800 -2.6307
H 0.1401 -0.3282 1.4910
H 0.2505 1.1035 1.4796
```

=====

Q: Look up the HOMO of the fourth one.
A: -11.634 eV

=====

Q: The highest energy relative to the best compared isomer or geometry (same formula, charge and spin) belongs to which entry?
A: C8H12N4O

=====

Q: What is the formula in the fourth record?
A: C4H12

=====

Q: Among the records above, which one has the highest energy relative to the best compared isomer or geometry (same formula, charge and spin)?
A: C8H12N4O